[1]
The following is a DFT calculation (ωB97M-V/def2-TZVPD) of C22H24IrN6O2Se as an isolated structure.

Results
Orbital gap (spin up / spin down) in eV: 8.70 / 5.25
Energy above the lowest of the compared OMol25 structures with the same formula, charge and spin in eV: 0.000
HOMO energy (spin up / spin down) in eV: -14.42 / -14.41
LUMO energy (spin up / spin down) in eV: -5.710 / -9.164
Strongest force on any atom in Eh/bohr: 0.01438
Expectation value of S²: 0.76

```
! wB97M-V def2-TZVPD RIJCOSX def2/J DEFGRID3
* xyz 2 2
Ir 1.0064 0.3642 -0.0438
C 1.3730 0.3778 -2.9630
C 2.6841 0.8194 -2.3691
N 2.4153 1.4274 -1.0326
C 2.0332 2.8679 -1.0114
C 0.5391 3.0388 -1.0414
C -0.0081 4.2616 -1.3524
C -1.3872 4.4050 -1.3124
C -2.1575 3.3035 -1.0054
C -1.5558 2.0862 -0.7173
C -2.4673 0.9018 -0.4558
N -1.7969 -0.3681 -0.2963
C -1.7316 -1.2269 -1.4669
C -0.7393 -0.7142 -2.4917
N 0.6626 -0.5111 -1.9941
N -0.2181 1.9668 -0.7072
H 1.5211 -0.1213 -3.9219
H 0.7290 1.2392 -3.1369
H 3.2152 1.5206 -3.0130
H 3.3346 -0.0402 -2.1969
H 3.2751 1.3441 -0.4949
H 2.5135 3.3998 -1.8334
H 2.4017 3.2807 -0.0714
H 0.6357 5.0909 -1.6118
H -1.8486 5.3577 -1.5345
H -3.2376 3.3681 -0.9946
H -3.1976 0.8774 -1.2756
H -3.0404 1.1247 0.4464
H -2.1800 -0.8757 0.4873
H -2.6995 -1.3219 -1.9760
H -1.4495 -2.2258 -1.1337
H -1.0700 0.2479 -2.8847
H -0.7030 -1.4056 -3.3362
H 1.1260 -1.4169 -2.0211
O 0.3860 2.2051 3.4600
C 0.5507 1.3656 2.6206
O 1.2975 1.5371 1.5422
C -0.0370 -0.0214 2.7427
C -0.5546 -0.4529 3.9726
C -0.9692 -1.7488 4.0802
C -0.8407 -2.6209 2.9747
C -1.2073 -3.9876 3.0410
C -1.0400 -4.8036 1.9611
C -0.4915 -4.2904 0.7648
C -0.1420 -2.9733 0.6658
C -0.3141 -2.1065 1.7677
N 0.0428 -0.7911 1.6759
H -0.5990 0.2530 4.7896
H -1.3790 -2.1273 5.0084
H -1.6181 -4.3716 3.9660
H -1.3188 -5.8467 2.0165
H -0.3446 -4.9539 -0.0775
H 0.2962 -2.5825 -0.2432
Se 4.5790 -1.9875 2.2377
C 3.2822 -1.2934 1.2315
N 2.4441 -0.8448 0.5658
*
```

***

[2]
The following is a DFT calculation (ωB97M-V/def2-TZVPD) of a 2-piece molecular cluster, N3O4S overall at a distorted geometry.

Results
Orbital gap in eV: 8.11
HOMO energy in eV: -4.19
LUMO energy in eV: 3.917
Strongest force on any atom in Eh/bohr: 0.10764

```
! wB97M-V def2-TZVPD RIJCOSX def2/J DEFGRID3
* xyz -1 1
N 1.0923 -0.5490 -2.3690
N 0.7289 -0.0058 0.5532
N 0.3527 0.1062 -1.8102
O -0.8243 1.2628 2.3220
O -0.4686 0.8397 -1.4999
O -1.7836 -0.5724 0.9498
O 0.4762 -0.9653 1.9284
S -0.6022 0.1590 1.3983
*
```

***

[3]
The following is a DFT calculation (ωB97M-V/def2-TZVPD) of C2H5NOS as an isolated structure at a distorted geometry.

Results
Orbital gap in eV: 9.36
Energy above the lowest of the compared OMol25 structures with the same formula, charge and spin in eV: 3.935
HOMO energy in eV: -9.01
LUMO energy in eV: 0.346
Strongest force on any atom in Eh/bohr: 0.13021

```
! wB97M-V def2-TZVPD RIJCOSX def2/J DEFGRID3
* xyz 0 1
C -0.0069 -1.4909 -1.1455
C 0.2405 0.4500 1.5758
H 0.4703 -1.3579 -0.0434
H 0.5335 -2.0120 -1.9428
H -1.0062 -2.0953 -1.0536
H -1.4326 1.3174 0.9459
H 0.2496 1.4761 2.5011
N -0.5334 0.6411 0.4873
O 1.2702 -0.3327 1.6182
S -0.4153 0.4432 -1.2091
*
```

***

[4]
The following is a DFT calculation (ωB97M-V/def2-TZVPD) of C6H20N3PbS as an isolated structure at a distorted geometry.

Results
Orbital gap in eV: 6.55
Energy above the lowest of the compared OMol25 structures with the same formula, charge and spin in eV: 0.000
HOMO energy in eV: -10.57
LUMO energy in eV: -4.019
Strongest force on any atom in Eh/bohr: 0.07112

```
! wB97M-V def2-TZVPD RIJCOSX def2/J DEFGRID3
* xyz 1 1
C -1.8650 2.0790 -2.1020
Pb 0.0724 0.0164 -3.6032
N 1.4170 -1.8147 -3.5620
H 0.7132 1.3273 -4.5862
H 2.4027 -1.5551 -3.5119
H -2.0180 1.3165 -2.8420
H -2.1522 2.9689 -2.6709
H -0.7788 2.0789 -1.8441
H -2.4936 1.7558 -1.2619
H 1.1645 -2.3969 -2.7448
H 1.2704 -2.3512 -4.4246
C 0.8618 1.8454 1.2630
C -0.4416 1.3195 1.8165
N -1.0344 0.2777 0.9481
C -0.2685 -0.6230 0.2795
S -0.6840 -1.2283 -1.3168
N 0.8254 -1.1282 0.8877
C 0.8976 -1.3538 2.3671
C -0.3644 -1.8382 3.0374
H 1.5967 1.0472 1.1157
H 1.2921 2.5856 1.9467
H 0.6995 2.3456 0.3003
H -0.3029 0.9014 2.8160
H -1.1704 2.1349 1.8952
H -1.8881 0.5203 0.4619
H 1.3345 -1.8141 0.3190
H 1.6951 -2.0926 2.5147
H 1.2336 -0.4119 2.8048
H -0.6569 -2.8295 2.6800
H -0.1503 -1.9336 4.1027
H -1.2073 -1.1494 2.9141
*
```

***

[5]
The following is a DFT calculation (ωB97M-V/def2-TZVPD) of C44H43N4O6S4Sn as an isolated structure.

Results
Orbital gap in eV: 8.01
Energy above the lowest of the compared OMol25 structures with the same formula, charge and spin in eV: 0.505
HOMO energy in eV: -10.32
LUMO energy in eV: -2.307
Strongest force on any atom in Eh/bohr: 0.01941

```
! wB97M-V def2-TZVPD RIJCOSX def2/J DEFGRID3
* xyz 1 1
Sn 1.5101 -0.3224 2.5089
O 1.3828 0.3922 7.7085
C 1.5003 -0.2175 6.5303
O 2.4290 -0.0343 5.7869
C 0.3573 -1.1889 6.3220
O 0.1865 -1.6836 5.0054
C -1.0704 -1.2652 4.4684
C -1.1479 0.2525 4.1909
O -2.2050 0.8238 4.4057
O -0.0843 0.7878 3.6893
H 2.1162 1.0046 7.8455
H 0.5578 -2.0357 6.9863
H -0.5565 -0.6995 6.6675
H -1.1806 -1.7590 3.5019
H -1.8748 -1.5675 5.1412
N 1.1106 1.2391 0.9066
S 0.0574 1.8228 0.0853
N -0.2852 1.0491 -1.3612
S -1.3263 -0.0432 -1.6523
N -1.5950 -1.2502 -0.7251
S -0.4778 -2.1086 0.1486
N -0.0109 -1.4785 1.3747
C -1.4281 -3.5860 0.4963
C -2.4574 -4.0444 -0.3099
C -3.1169 -5.2104 0.0479
C -2.7358 -5.9058 1.1877
C -1.7044 -5.4323 1.9888
C -1.0454 -4.2638 1.6442
C 0.7521 -2.6232 -1.0584
C 0.6930 -3.8634 -1.6752
C 1.6594 -4.1886 -2.6142
C 2.6582 -3.2778 -2.9297
C 2.6987 -2.0405 -2.3039
C 1.7435 -1.7056 -1.3594
C -0.9033 -0.6075 -3.2971
C 0.1262 -0.0318 -4.0195
C 0.4291 -0.5421 -5.2723
C -0.2925 -1.6117 -5.7821
C -1.3262 -2.1773 -5.0459
C -1.6373 -1.6738 -3.7955
C -2.9574 0.6411 -1.9093
C -3.0609 1.7111 -2.7865
C -4.2982 2.2947 -2.9881
C -5.4130 1.8068 -2.3167
C -5.2950 0.7260 -1.4554
C -4.0592 0.1331 -1.2452
C 0.5897 3.4062 -0.5737
C 1.2074 4.2490 0.3382
C 1.6433 5.4940 -0.0845
C 1.4662 5.8799 -1.4073
C 0.8538 5.0236 -2.3116
C 0.4046 3.7791 -1.8945
C -1.5868 2.1307 0.7453
C -2.1515 1.1884 1.5862
C -3.4488 1.3811 2.0315
C -4.1648 2.4970 1.6253
C -3.5877 3.4321 0.7758
C -2.2883 3.2541 0.3289
H -2.7472 -3.4856 -1.1902
H -3.9268 -5.5794 -0.5666
H -3.2463 -6.8224 1.4509
H -1.4115 -5.9731 2.8779
H -0.2515 -3.8506 2.2539
H -0.0812 -4.5734 -1.4164
H 1.6360 -5.1578 -3.0939
H 3.4128 -3.5422 -3.6587
H 3.4803 -1.3331 -2.5491
H 1.7733 -0.7645 -0.8298
H 0.6815 0.7904 -3.5882
H 1.2359 -0.1083 -5.8474
H -0.0460 -2.0138 -6.7557
H -1.8882 -3.0110 -5.4438
H -2.4357 -2.0985 -3.1996
H -2.1808 2.0762 -3.3024
H -4.3939 3.1331 -3.6642
H -6.3767 2.2756 -2.4637
H -6.1655 0.3465 -0.9379
H -3.9372 -0.7062 -0.5745
H 1.3337 3.9108 1.3593
H 2.1133 6.1664 0.6201
H 1.8064 6.8523 -1.7374
H 0.7155 5.3263 -3.3408
H -0.0783 3.0977 -2.5813
H -1.5618 0.3403 1.9053
H -3.8873 0.6660 2.7136
H -5.1748 2.6495 1.9822
H -4.1395 4.3117 0.4722
H -1.8238 3.9920 -0.3097
O 3.6245 -0.5726 0.6131
S 4.0855 0.7851 0.1770
C 5.6696 0.4915 -0.7225
C 6.6777 1.4674 -0.1398
C 6.4710 1.4436 1.3734
C 4.9679 1.5038 1.6252
H 5.4867 0.6588 -1.7835
H 5.9282 -0.5519 -0.5421
H 6.4844 2.4702 -0.5296
H 7.7004 1.1959 -0.4027
H 6.9839 2.2788 1.8498
H 6.8780 0.5178 1.7821
H 4.5994 2.5243 1.7374
H 4.6483 0.9129 2.4825
*
```

***

[6]
The following is a DFT calculation (ωB97M-V/def2-TZVPD) of C10H31NOP2Zn as an isolated structure at a distorted geometry.

Results
Orbital gap in eV: 5.99
Energy above the lowest of the compared OMol25 structures with the same formula, charge and spin in eV: 0.000
HOMO energy in eV: -5.46
LUMO energy in eV: 0.523
Strongest force on any atom in Eh/bohr: 0.03449

```
! wB97M-V def2-TZVPD RIJCOSX def2/J DEFGRID3
* xyz 0 1
Zn -0.1807 -1.2409 -1.0427
H -2.5043 0.7743 1.8635
H -2.5106 1.3288 1.3552
P -0.3145 -2.4912 1.1400
P -1.2559 0.3683 -2.4507
C 0.1105 1.2354 -3.3002
H -0.2461 1.7255 -4.2174
H 0.5335 1.9859 -2.6185
H 0.8957 0.5079 -3.5483
C -1.9934 -0.6705 -3.7608
H -2.8841 -1.1587 -3.3419
H -2.2738 -0.0792 -4.6421
H -1.2592 -1.4406 -4.0317
C -2.4790 1.7015 -2.2108
H -2.0577 2.4861 -1.5649
H -2.7615 2.1467 -3.1787
H -3.3780 1.2952 -1.7264
C -0.6857 -4.1910 0.5570
H -0.5578 -4.9376 1.3530
H -1.7259 -4.2023 0.2042
H -0.0182 -4.4117 -0.2856
C 1.3639 -2.6960 1.8540
H 1.6425 -1.7965 2.4205
H 1.4031 -3.5682 2.5246
H 2.0897 -2.8399 1.0409
C -1.3331 -2.3769 2.6578
H -2.3939 -2.3150 2.3797
H -1.1808 -3.2547 3.3054
H -1.0612 -1.4682 3.2127
H -1.7371 -1.3174 -0.5099
H 0.6508 -2.2472 -1.9649
C 2.4887 3.3014 2.0087
N 1.5229 2.4548 1.2978
C 0.2098 2.9886 1.0799
C 1.7993 1.3018 0.6390
C 3.1172 0.6914 0.9250
O 0.9248 0.7732 -0.0882
H 1.9778 4.2488 2.2441
H 3.3697 3.5219 1.3705
H 2.8579 2.8545 2.9521
H -0.0065 3.0229 0.0135
H -0.5481 2.3674 1.5517
H 0.1506 3.9888 1.5025
H 2.9521 -0.1350 1.6440
H 3.5714 0.2744 0.0246
H 3.7151 1.4934 1.3621
*
```